1.
# C4H4O3

One molecule with the formula C4H4O3 at a distorted geometry (ωB97M-V with the def2-TZVPD basis set, the Open Molecules 2025 dataset).

Geometry (Å):
C  -0.071  -0.542  -1.943
C  -0.077  0.171  -0.831
O  0.865  0.988  -0.244
C  0.766  -0.005  0.843
O  1.526  -0.897  1.066
C  -0.317  0.475  1.814
O  -1.457  0.730  1.528
H  -0.768  -1.374  -1.927
H  0.461  -0.280  -2.836
H  -1.013  0.115  -0.296
H  0.085  0.618  2.826

Results
maximum force = 0.035 Eh/bohr
frontier orbital gap = 9.2740 eV

***

2.
# C3H9N3O

C3H9N3O as an isolated structure at a distorted geometry (ωB97M-V with the def2-TZVPD basis set, the Open Molecules 2025 dataset).

Geometry (Å):
C  0.953  -1.057  -0.085
C  -2.317  0.499  0.254
N  1.471  0.336  0.291
C  -0.964  0.105  -0.282
N  2.681  0.377  0.815
O  -0.803  0.400  -1.670
N  -0.434  -1.021  0.193
H  -1.582  0.100  -2.154
H  0.248  0.897  0.030
H  3.417  -0.130  0.319
H  2.744  0.706  1.776
H  1.194  -1.164  -1.156
H  1.445  -1.835  0.506
H  -2.775  1.312  -0.310
H  -2.267  0.813  1.296
H  -3.012  -0.338  0.177

Results
maximum force = 0.063 Eh/bohr
frontier orbital gap (alpha / beta) = 7.2760 / 7.0433 eV

***

What did the second record say?
# C3H9N3O

C3H9N3O as an isolated structure at a distorted geometry (ωB97M-V with the def2-TZVPD basis set, the Open Molecules 2025 dataset).

Geometry (Å):
C  0.953  -1.057  -0.085
C  -2.317  0.499  0.254
N  1.471  0.336  0.291
C  -0.964  0.105  -0.282
N  2.681  0.377  0.815
O  -0.803  0.400  -1.670
N  -0.434  -1.021  0.193
H  -1.582  0.100  -2.154
H  0.248  0.897  0.030
H  3.417  -0.130  0.319
H  2.744  0.706  1.776
H  1.194  -1.164  -1.156
H  1.445  -1.835  0.506
H  -2.775  1.312  -0.310
H  -2.267  0.813  1.296
H  -3.012  -0.338  0.177

Results
maximum force = 0.063 Eh/bohr
frontier orbital gap (alpha / beta) = 7.2760 / 7.0433 eV

***

Which of these has the lowest maximum force? C4H4O3